(i)
7 unconnected molecules or ions with the total composition H14O7. Source: the OMol25 dataset; level of theory: ωB97M-V/def2-TZVPD.

Total charge: 0
SMILES: O.O.O.O.O.O.O
Kohn-Sham gap (eV): 11.448
HOMO energy (hartree): -0.4174

Cartesian coordinates (Å):
O (-1.98752, -2.50948, -2.50348)
O (-1.31452, 0.51852, 1.33752)
O (1.48948, 1.76352, 0.37552)
O (0.14348, -0.47648, -0.97348)
O (-1.02652, 1.57852, -2.47848)
O (2.21648, 0.69852, 2.84352)
O (0.28548, -1.87548, 1.47652)
H (1.03148, 2.57152, 0.10952)
H (-1.83152, 1.13552, -2.77748)
H (0.22348, -1.19948, -0.35848)
H (-1.93752, -1.97848, -3.27148)
H (-1.32852, -2.18348, -1.93648)
H (2.03548, 0.42652, 1.91152)
H (-0.55552, 0.85652, -2.14848)
H (-0.63152, -2.04948, 1.24752)
H (-1.04052, 1.30852, 0.93752)
H (0.83148, 0.11952, -0.75648)
H (0.42048, -1.91448, 2.40552)
H (-0.69952, -0.01548, 0.83452)
H (2.33048, 2.15152, 0.65952)
H (1.34548, 1.07352, 3.06552)

(ii)
7 unconnected molecules or ions with the total composition H14O7. Source: the OMol25 dataset; level of theory: ωB97M-V/def2-TZVPD.

Total charge: 0
SMILES: O.O.O.O.O.O.O
Kohn-Sham gap (eV): 11.021
HOMO energy (hartree): -0.3996

Cartesian coordinates (Å):
O (-1.71909, 2.18194, -1.59552)
O (-3.71812, 1.52297, 1.73137)
O (2.71362, -1.30155, 1.74382)
O (2.06430, -1.38195, -1.20506)
O (0.12118, -3.62945, -0.82032)
O (0.90399, 2.62730, 0.66901)
O (-0.21447, 0.05015, -0.20291)
H (-0.48334, -3.42110, -0.10188)
H (1.56297, 2.91470, 0.02959)
H (-1.06381, -0.20488, 0.16725)
H (-1.22784, 2.93949, -1.92880)
H (1.71650, -2.27948, -1.28905)
H (-0.40665, -3.55844, -1.62207)
H (1.31853, 1.88423, 1.12289)
H (-1.47986, 1.45541, -2.18145)
H (-0.31526, 0.99092, -0.42316)
H (-2.78415, 1.30424, 1.79399)
H (2.16315, -1.29651, 0.94866)
H (1.31194, -0.84556, -0.91541)
H (3.47753, -1.82073, 1.47835)
H (-3.94113, 1.86831, 2.60070)

Energies in kJ/mol, measured from the most stable structure: (i) 42.1; (ii) 0.0.

(i)
7 unconnected molecules or ions with the total composition H14O7. Source: the OMol25 dataset; level of theory: ωB97M-V/def2-TZVPD.

Total charge: 0
SMILES: O.O.O.O.O.O.O
Kohn-Sham gap (eV): 11.332
HOMO energy (hartree): -0.4124

Cartesian coordinates (Å):
O (0.45480, 0.60442, -0.74723)
O (1.44793, -2.18811, -0.83967)
O (-4.62016, -1.13171, 1.58279)
O (3.83393, -1.09868, 0.60437)
O (-1.11511, -2.04272, -1.10534)
O (1.59008, 3.22658, 1.58760)
O (-1.54296, 3.49201, -1.71547)
H (-1.39659, 4.46041, -1.56301)
H (4.22626, -1.40088, 1.38482)
H (2.97929, -0.79212, 1.03062)
H (0.68276, -1.87774, -0.40498)
H (-4.48419, -1.91842, 2.07172)
H (-3.85393, -0.46810, 1.75885)
H (1.06231, 2.81986, 2.30732)
H (1.80889, -2.78274, -0.18406)
H (1.27533, 2.93969, 0.73168)
H (-1.02510, -2.04359, -2.01610)
H (0.76610, -0.07784, -1.34226)
H (-0.46583, 0.20790, -0.44988)
H (-0.69995, 3.05448, -1.74065)
H (-0.92386, -2.98270, -0.95111)

(ii)
7 unconnected molecules or ions with the total composition H14O7. Source: the OMol25 dataset; level of theory: ωB97M-V/def2-TZVPD.

Total charge: 0
SMILES: O.O.O.O.O.O.O
Kohn-Sham gap (eV): 10.868
HOMO energy (hartree): -0.3921

Cartesian coordinates (Å):
O (0.09738, 0.47538, -3.16605)
O (-3.02262, 0.17838, 0.70795)
O (1.13438, -1.08662, 2.28595)
O (-0.72262, -2.94562, -0.86405)
O (-0.10562, 2.75338, -0.91705)
O (-0.28462, -0.43062, -0.10405)
O (1.57738, 1.62538, 1.22395)
H (0.02538, 1.82938, -0.44505)
H (0.25638, -0.64762, 0.61495)
H (0.10138, 0.34738, -2.21205)
H (1.67438, 2.25238, 1.89095)
H (1.51638, 2.12538, 0.55795)
H (0.12838, -3.09362, -1.30105)
H (0.83838, 0.06338, -3.62405)
H (0.71638, 3.03938, -0.92805)
H (-3.01262, -0.65362, 1.07095)
H (-2.11262, 0.46038, 0.54095)
H (-0.53862, -1.23262, -0.43705)
H (-0.77662, -3.63062, -0.18405)
H (0.89338, -1.19662, 3.11895)
H (1.61638, -0.23262, 2.16995)

Energies in kJ/mol, measured from the most stable structure: (i) 0.0; (ii) 53.7.

(i)
A single C6H8 molecule. Source: the OMol25 dataset; level of theory: ωB97M-V/def2-TZVPD.

Total charge: 0
SMILES: C1=C[C@H]2C[C@H]2C1
Kohn-Sham gap (eV): 10.038
HOMO energy (hartree): -0.3250

Cartesian coordinates (Å):
C (0.95397, 0.34799, -0.02835)
C (-1.29252, -0.19498, 0.48051)
C (-0.02381, 0.24225, 1.09977)
C (1.09761, -0.79298, 0.96427)
C (-1.28497, 0.08043, -0.81762)
C (0.13487, 0.29860, -1.32169)
H (0.42890, -0.49268, -2.02733)
H (-2.16869, 0.26413, -1.41001)
H (1.79563, 1.04156, 0.01055)
H (-0.60926, 1.08221, 1.55333)
H (-2.07426, -0.50145, 1.17005)
H (2.03486, -0.83634, 1.52368)
H (0.76026, -1.78805, 0.65726)
H (0.24740, 1.24932, -1.85442)

(ii)
A single C6H8 molecule. Source: the OMol25 dataset; level of theory: ωB97M-V/def2-TZVPD.

Total charge: 0
Kohn-Sham gap (eV): 10.135
HOMO energy (hartree): -0.3550

Cartesian coordinates (Å):
C (-2.60212, -0.16154, 0.86377)
C (-1.96018, 0.81522, 0.34873)
C (1.65973, -1.67461, 0.01548)
C (-0.76458, 1.45311, -0.19750)
C (0.39253, 0.39737, -0.48972)
C (0.58439, -0.65927, 0.26469)
H (-1.02603, 2.04546, -1.06745)
H (1.37545, -2.82621, 0.09493)
H (2.54635, -1.39353, 0.63984)
H (0.00035, -0.75881, 1.10590)
H (-0.28028, 2.13477, 0.48774)
H (-2.96671, 1.38874, 0.26612)
H (2.00575, -1.38953, -1.00992)
H (1.03534, 0.62882, -1.32261)

Energies in kJ/mol, measured from the most stable structure: (i) 0.0; (ii) 201.4.

(i)
A single C6H8 molecule. Source: the OMol25 dataset; level of theory: ωB97M-V/def2-TZVPD.

Total charge: 0
SMILES: CC1=CCC=C1
Kohn-Sham gap (eV): 9.501
HOMO energy (hartree): -0.3061

Cartesian coordinates (Å):
C (0.61344, -1.07304, 0.09835)
C (1.68120, 1.39092, 0.28547)
C (-0.72238, 0.80387, -0.14597)
C (0.54083, 0.39077, 0.05948)
C (-0.63537, -1.48767, -0.06426)
C (-1.60769, -0.33658, -0.24137)
H (1.35916, 2.43670, 0.01485)
H (1.53908, -1.63211, 0.26209)
H (-2.50624, -0.24406, 0.45023)
H (-2.09231, -0.47728, -1.22746)
H (-1.04440, 1.86253, -0.35746)
H (-0.97595, -2.49371, -0.14932)
H (2.55536, 1.01130, -0.33555)
H (1.94508, 1.40704, 1.39240)

(ii)
2 unconnected molecules or ions with the total composition C6H8. Source: the OMol25 dataset; level of theory: ωB97M-V/def2-TZVPD.

Total charge: 0
Kohn-Sham gap (eV): 9.059
HOMO energy (hartree): -0.3338

Cartesian coordinates (Å):
C (0.48038, -2.31405, 0.63778)
C (0.23838, 1.26677, 1.83723)
C (-0.09557, 0.80120, 0.46649)
C (-0.12276, -1.42627, 1.30469)
C (-0.35453, 0.89603, -0.69650)
C (-0.79773, 0.53492, -2.00692)
H (0.51270, 2.39041, 1.72113)
H (-1.74698, 1.10257, -2.27973)
H (-0.02340, 0.90312, -2.74908)
H (1.10435, 0.58532, 2.22373)
H (-0.90673, -0.60861, -2.00756)
H (-0.60535, 1.19305, 2.51998)
H (0.87516, -2.05337, -0.25266)
H (0.37512, -3.41108, 0.82507)

(iii)
A single C6H8 molecule. Source: the OMol25 dataset; level of theory: ωB97M-V/def2-TZVPD.

Total charge: 0
Kohn-Sham gap (alpha / beta) (eV): 7.173 / 7.175
HOMO energy (alpha / beta) (hartree): -0.2962 / -0.2967

Cartesian coordinates (Å):
C (-0.78637, 1.54988, -0.71124)
C (-0.46540, -1.39457, -0.28302)
C (-0.77147, 2.14528, -1.78308)
C (-0.83582, 1.02633, 0.55211)
C (-0.27595, -0.32890, 0.79995)
C (1.23853, -0.04414, 0.97676)
H (-0.00809, -1.06489, -1.22218)
H (0.01619, -2.33078, 0.02439)
H (-1.52283, -1.60357, -0.47322)
H (1.42890, 0.86256, 1.55745)
H (-0.65325, -0.70331, 1.75980)
H (-0.77463, 2.71111, -2.68798)
H (1.70096, -0.88850, 1.49582)
H (1.70924, 0.06352, -0.00556)

Energies in kJ/mol, measured from the most stable structure: (i) 0.0; (ii) 515.0; (iii) 362.6.